[1]
# C37H74ClN3O8PS

A 3-piece molecular cluster, C37H74ClN3O8PS overall in a non-equilibrium geometry (ωB97M-V/def2-TZVPD, the Open Molecules 2025 dataset).

Each line ends with the Löwdin charge.
Element x y z (Å)
H 6.117 4.177 -7.030  0.09
C -3.720 3.034 1.650  -0.15
H 0.918 2.436 -1.769  0.11
H 0.306 -7.616 1.300  0.09
H 2.920 -5.471 0.893  0.12
O -3.318 -2.629 5.267  -0.11
H 1.444 -0.097 1.249  -0.03
H 3.707 -7.378 -3.634  0.12
C 6.153 5.140 -6.525  -0.11
O 6.605 4.902 -5.206  -0.20
C -3.943 -1.277 -0.108  -0.08
H -1.267 -1.866 7.268  0.06
C 5.895 6.234 -3.318  -0.22
C -1.903 -2.266 8.047  -0.08
H -3.754 5.178 -0.898  0.11
C 3.868 -7.622 -2.581  -0.22
H -2.064 3.246 3.074  0.09
C -3.732 -2.302 3.967  -0.15
C -0.665 4.350 -1.151  -0.22
C -1.159 0.768 2.510  -0.59
H 0.727 -7.477 -0.409  0.08
C 3.201 5.173 -2.146  -0.22
N 2.492 -5.701 -1.936  -0.05
H -0.638 -1.177 -2.580  0.08
N 4.563 6.547 -3.819  -0.05
H -2.940 5.055 1.825  0.10
H -1.683 2.327 -2.448  0.11
C -3.551 4.487 1.140  -0.16
C 1.907 -8.900 -3.061  -0.11
H -0.884 3.381 -0.744  0.08
H 0.999 -0.762 -3.100  0.08
H 4.578 -5.705 -1.968  0.13
H 3.007 -3.883 -1.073  0.12
H -0.746 -3.973 1.184  0.05
H 7.884 5.968 -4.029  0.12
H 4.526 3.315 -3.190  0.09
C -5.064 -1.463 0.904  -0.19
H -4.757 2.943 1.945  0.11
H 3.745 7.233 -2.036  0.12
C 0.996 -7.150 0.598  -0.08
C -0.709 4.190 -2.671  -0.18
H -3.931 -1.645 8.300  0.11
H -4.526 4.948 1.182  0.10
O -0.009 0.660 -2.003  -0.21
C -0.832 2.716 -2.997  -0.17
C 3.760 -6.387 -1.719  -0.21
H 0.689 -2.228 1.478  -0.02
H -1.752 -1.657 8.925  0.07
C -3.033 4.634 -0.308  -0.17
C 3.593 3.436 -3.744  -0.08
H -4.780 -2.043 3.948  0.13
H -2.942 -0.789 6.148  0.13
C -3.296 0.119 3.280  0.01
H 2.009 -7.487 0.823  0.09
H -1.788 6.185 -1.103  0.11
O -5.657 -0.120 2.927  0.04
H -1.252 5.579 0.459  0.10
H -3.607 -3.208 3.399  0.12
H 6.878 6.958 -5.096  0.12
H 4.071 4.760 -1.623  0.11
H 5.153 5.588 -6.551  0.08
H 3.895 -6.706 -0.676  0.11
S 2.009 -1.259 3.713  0.27
H 3.812 3.881 -4.717  0.08
H -3.547 2.347 0.833  0.10
C -2.876 -1.201 3.380  -0.05
H -3.754 -3.267 7.602  0.11
H 1.899 -4.051 1.034  0.09
H -3.540 2.704 3.759  0.11
C -2.908 2.601 2.895  -0.12
H -1.908 -4.730 2.216  0.09
H 6.841 5.793 -7.068  0.09
H -5.892 -1.943 0.407  0.12
C 2.032 -4.986 0.474  -0.23
H 1.069 1.782 -3.362  0.11
H -1.546 -3.263 8.250  0.07
H -1.463 -3.345 3.986  0.12
H 4.876 -8.031 -2.479  0.12
O 0.872 -5.742 0.752  -0.21
C -1.558 -3.773 1.864  -0.03
N -0.744 -0.539 2.562  -0.12
H 6.228 7.048 -2.668  0.13
H -4.719 -2.118 1.685  0.08
H 1.373 -9.767 -2.679  0.09
H -4.935 0.676 1.152  0.10
Cl 0.012 1.902 2.109  0.86
H -3.473 -2.223 -0.338  0.06
H 0.212 4.571 -3.086  0.09
H 5.922 5.304 -2.732  0.11
C -1.653 5.297 -0.503  -0.18
H 0.335 4.599 -0.815  0.09
H 1.200 -8.066 -3.155  0.08
H -1.052 2.543 -4.043  0.11
H 3.164 2.449 -3.924  0.08
C -1.578 -1.528 3.002  -0.16
H 1.743 -6.381 -1.894  0.07
H -4.620 -1.293 6.151  0.13
H 4.336 5.902 -4.564  0.07
H 2.297 -9.139 -4.054  0.09
C -2.457 1.158 2.882  -0.12
C -4.706 0.476 3.636  -0.49
O -4.933 1.197 4.534  0.21
H -1.527 4.754 -3.097  0.12
H -2.371 -3.304 1.330  0.06
C 6.881 6.075 -4.451  -0.22
H -3.164 -0.630 0.291  0.06
C -3.369 -2.260 7.610  -0.21
C -5.554 -0.144 1.486  -0.12
H -2.977 3.637 -0.726  0.09
C 0.370 1.924 -2.548  -0.23
H 2.439 5.367 -1.384  0.11
H 2.586 6.849 -3.298  0.12
C 2.208 -4.629 -0.995  -0.21
C -1.089 -2.927 3.067  -0.19
C -3.598 -1.653 6.257  -0.22
O 2.953 -8.621 -2.152  -0.19
H -6.551 0.059 1.135  0.13
C -0.003 -0.388 -2.952  -0.10
H -0.018 -2.988 3.149  0.04
H -4.299 -0.848 -1.031  0.08
P 0.952 -1.035 2.133  0.42
O 2.644 4.193 -3.009  -0.21
H 1.286 -4.146 -1.325  0.11
C 3.507 6.506 -2.818  -0.20
H -0.380 -0.057 -3.911  0.09

Output
- frontier orbital gap (eV) = 6.139
- 2S+1 = 1
- energy (eV) = -93055.7464
- lowest unoccupied orbital energy (Ha) = -0.151
- net charge = +1


[2]
# C37H74N2O13P

A 6-piece molecular cluster, C37H74N2O13P overall in a non-equilibrium geometry (ωB97M-V/def2-TZVPD, the Open Molecules 2025 dataset).

Each line ends with the Löwdin charge.
Element x y z (Å)
H -5.285 5.354 3.128  0.11
C 5.405 -4.203 2.715  -0.20
H -1.793 5.621 6.427  -0.03
H -0.995 6.001 -1.790  0.12
H -4.342 4.439 -3.952  0.11
O -3.073 -2.674 2.560  -0.19
O -2.710 -0.735 0.375  -0.20
H -3.959 2.216 -2.927  0.12
H -4.717 5.568 1.468  0.15
C -1.268 4.685 4.013  0.00
H -2.090 1.907 -1.292  0.10
H 5.261 -5.282 2.607  0.13
H -3.907 -0.239 2.010  0.09
C -3.527 4.284 -3.246  -0.07
H -0.756 -1.253 0.601  0.12
H 2.605 -1.526 -0.356  0.12
O -5.242 3.597 1.945  -0.14
C -1.702 -2.340 -5.119  -0.10
C 4.343 -8.851 -2.460  -0.11
H 4.539 -1.615 -3.873  0.09
C -6.923 3.292 3.778  -0.24
H 0.373 2.510 1.160  0.13
N -1.241 3.647 1.879  -0.01
H -8.683 2.693 4.916  0.08
H 7.315 -5.682 -1.371  0.09
C -2.273 2.881 -1.759  -0.07
H -8.952 2.815 3.145  0.08
H -8.013 1.436 3.788  0.08
H 7.140 -0.667 1.649  0.09
C -3.252 4.627 2.669  -0.10
H -3.023 3.647 0.784  0.15
C 3.196 -0.847 -0.981  -0.20
C -1.668 -1.238 1.207  -0.20
H -2.345 -2.588 -5.961  0.09
H -4.440 0.340 0.423  0.10
C 6.647 -6.541 -1.240  -0.11
H 1.846 2.214 -3.076  0.07
H -4.067 7.308 3.698  0.08
H 3.253 -6.118 -3.670  0.13
O -2.299 -1.264 -4.412  -0.19
H 2.650 0.713 -3.620  0.09
H 5.920 -2.048 4.032  0.08
H 3.535 2.248 -3.622  0.09
C 3.755 -6.588 -2.819  -0.20
O 6.475 -4.016 3.632  -0.19
C 6.244 -2.958 4.543  -0.11
C -1.962 -2.646 1.678  -0.20
O 4.440 -7.726 -3.317  -0.19
H -2.124 -3.313 0.826  0.13
H -1.212 2.060 0.516  0.11
H -4.448 -2.611 0.990  0.08
H 7.178 -2.750 5.064  0.09
C -0.575 2.914 0.779  -0.09
H 4.953 -0.283 -2.780  0.09
H 4.148 -4.694 -1.917  0.12
O 5.317 -6.098 -1.024  -0.21
C -3.307 3.048 -2.659  -0.08
H 2.989 -6.882 -2.095  0.13
H -2.034 -0.478 -2.560  0.11
H -1.098 -3.017 2.237  0.13
H 6.718 -7.196 -2.110  0.09
H 4.181 -0.737 -0.518  0.12
H -6.077 2.856 4.320  0.11
H 0.104 0.337 -7.080  0.09
O -3.888 7.375 4.651  -0.10
H -1.497 -0.573 2.061  0.12
C 4.597 -1.315 -2.828  -0.10
H 5.488 -3.251 5.281  0.09
H -1.533 0.267 -6.404  0.09
H -0.713 -2.073 -5.500  0.09
C -1.431 -0.684 -3.452  -0.20
P -3.520 5.911 5.213  0.51
H 4.915 -3.863 0.668  0.12
H 4.584 -8.592 -1.425  0.08
C -1.655 5.165 -2.029  -0.05
H 0.412 3.717 3.135  0.16
N -2.704 6.057 6.523  -0.13
H -2.810 6.324 -3.394  0.11
H 6.964 -7.096 -0.357  0.09
C 2.484 0.488 -1.058  -0.21
C 7.154 -1.730 1.410  -0.11
C 4.713 -5.587 -2.206  -0.20
H -6.900 2.443 1.828  0.12
C -2.686 5.342 -2.941  -0.07
H -5.096 -2.925 2.609  0.09
H 4.477 -3.777 3.109  0.12
C -0.264 3.802 -0.440  -0.09
C -4.265 -3.127 1.936  -0.10
H 5.474 -5.285 -2.932  0.13
C -2.626 5.016 3.865  -0.12
H 7.603 -1.859 0.419  0.09
C -8.248 2.500 3.929  -0.10
O 0.044 0.397 -5.044  -0.19
H 1.493 0.371 -1.512  0.11
H 5.053 -9.601 -2.804  0.09
H -7.092 4.320 4.135  0.10
C -0.634 3.997 3.018  0.00
C -6.628 3.421 2.258  -0.20
H 0.035 4.807 -0.108  0.13
C -0.545 0.720 -6.294  -0.10
H 2.349 0.870 -0.038  0.11
C 2.790 1.657 -3.090  -0.10
H -7.291 4.158 1.778  0.14
H -3.060 1.121 1.219  0.06
C -0.839 0.618 -3.955  -0.21
H 0.567 3.314 -0.976  0.12
C -1.431 3.935 -1.416  -0.24
H -4.212 -4.205 1.757  0.09
H 3.334 -9.275 -2.503  0.09
H 5.307 -1.970 -2.312  0.08
H -0.624 1.806 -6.405  0.09
C -4.731 4.855 2.320  -0.17
H -4.757 4.604 6.331  0.10
C 5.728 -3.618 1.357  -0.20
C -2.532 3.953 1.708  0.05
H -0.248 1.070 -3.149  0.09
H 7.761 -2.249 2.155  0.09
H -0.639 -1.384 -3.169  0.13
H -1.627 1.326 -4.230  0.11
H -0.715 4.946 4.912  0.12
H 6.650 -4.051 0.957  0.12
O 3.303 -1.450 -2.260  -0.19
O 3.251 1.455 -1.761  -0.19
H -1.617 -3.218 -4.470  0.09
O -4.869 5.108 5.510  -0.14
C -3.568 0.162 1.052  -0.10
O 5.815 -2.197 1.405  -0.21

Output
- relative energy (zero: lowest compared OMol25 entry of this formula, charge and spin) (kcal per mole) = 14.27
- frontier orbital gap (eV) = 6.079
- 2S+1 = 1
- energy (eV) = -78444.1698
- lowest unoccupied orbital energy (Ha) = -0.161
- net charge = +1


Q: What is the formula in the first record?
A: C37H74ClN3O8PS